1.
ORCA calculation (ωB97M-V/def2-TZVPD) on one molecule with the formula CH2ClOP.

As for the HOMO-LUMO gap: 9.652 eV. As for the charge: 0. The calculation puts the energy relative to the best compared isomer or geometry (same formula, charge and spin) at 28.9 kJ/mol. As for the SMILES: O=CPCl. As for the total energy: -916.0606 Eh. The multiplicity is 1.

Last column: natural (NBO) charge in e.
Atoms and positions in Å:
C  0.635  -0.459  -0.222  0.12
O  1.712  -0.712  0.203  -0.49
P  -0.795  -0.087  0.717  0.56
Cl  -1.774  0.924  -0.844  -0.30
H  0.297  -0.510  -1.257  0.12
H  -0.075  0.845  1.404  -0.02



2.
ORCA calculation (ωB97M-V/def2-TZVPD) on one molecule with the formula CH2F2.

As for the HOMO-LUMO gap: 13.677 eV. As for the charge: 0. The calculation puts the energy relative to the best compared isomer or geometry (same formula, charge and spin) at 9.3 kJ/mol. As for the SMILES: FCF. As for the total energy: -239.0208 Eh. The multiplicity is 1.

Last column: natural (NBO) charge in e.
Atoms and positions in Å:
C  -0.007  -0.084  -0.042  0.43
H  0.753  -0.793  0.224  0.14
H  -0.569  -0.187  -0.979  0.14
F  0.716  1.105  -0.158  -0.37
F  -0.894  -0.041  0.956  -0.34



3.
ORCA calculation (ωB97M-V/def2-TZVPD) on a 2-piece molecular cluster, CH2F2N2 overall.

As for the HOMO-LUMO gap (alpha / beta): 10.802 / 7.392 eV. As for the charge: 0. The calculation puts the energy relative to the best compared isomer or geometry (same formula, charge and spin) at 595.5 kJ/mol. As for the total energy: -348.2897 Eh. The multiplicity is 1.

Last column: natural (NBO) charge in e.
Atoms and positions in Å:
C  0.034  0.421  -0.429  0.15
N  -0.302  -0.420  0.380  -0.62
N  2.744  0.555  -0.428  0.37
F  2.678  -0.841  -0.660  -0.27
F  3.094  0.712  0.815  -0.19
H  -0.449  1.188  -1.034  0.19
H  0.445  -1.007  0.845  0.39



4.
ORCA calculation (ωB97M-V/def2-TZVPD) on a 2-piece molecular cluster, CH2F2N2O overall.

As for the HOMO-LUMO gap: 9.578 eV. As for the charge: 0. The calculation puts the energy relative to the best compared isomer or geometry (same formula, charge and spin) at 285.9 kJ/mol. As for the total energy: -423.6117 Eh. The multiplicity is 1.

Last column: natural (NBO) charge in e.
Atoms and positions in Å:
C  -1.593  0.695  0.601  0.65
N  0.472  -0.882  -0.078  0.20
N  1.300  0.085  -0.184  -0.57
O  0.808  -2.067  -0.192  -0.40
F  -2.620  -0.168  0.467  -0.34
F  -1.466  1.256  -0.564  -0.33
H  0.724  0.997  0.051  0.41
H  2.374  0.083  -0.102  0.39



5.
ORCA calculation (ωB97M-V/def2-TZVPD) on an isolated ion of composition CH2F2NO2S and charge -1.

As for the HOMO-LUMO gap: 8.211 eV. As for the charge: -1. The calculation puts the energy relative to the best compared isomer or geometry (same formula, charge and spin) at 0.9 kJ/mol. As for the total energy: -842.5167 Eh. The multiplicity is 1.

Last column: natural (NBO) charge in e.
Atoms and positions in Å:
C  0.096  -0.768  0.814  0.65
N  0.756  0.241  -0.024  -0.86
O  -1.367  1.573  -0.097  -1.05
O  0.074  1.806  -2.040  -1.03
F  -0.609  -1.755  0.164  -0.38
F  1.045  -1.341  1.666  -0.38
S  -0.620  0.825  -1.143  1.56
H  -0.697  -0.345  1.420  0.14
H  1.323  -0.236  -0.760  0.35



6.
ORCA calculation (ωB97M-V/def2-TZVPD) on a 2-piece molecular cluster, CH2F2NO2S overall.

As for the HOMO-LUMO gap (alpha / beta): 6.044 / 6.044 eV. As for the charge: -1. The calculation puts the energy relative to the best compared isomer or geometry (same formula, charge and spin) at 276.5 kJ/mol. As for the total energy: -842.4116 Eh. The multiplicity is 1.

Last column: natural (NBO) charge in e.
Atoms and positions in Å:
C  0.775  3.324  -0.278  0.67
N  -1.777  0.200  -0.252  -1.10
O  -0.458  -0.771  1.672  -1.06
O  -2.094  1.138  2.063  -1.04
F  -0.289  4.180  -0.267  -0.36
F  0.365  2.353  -1.143  -0.35
S  -0.958  0.612  1.332  1.55
H  -1.131  -0.392  -0.833  0.35
H  -1.968  1.092  -0.565  0.34



7.
ORCA calculation (ωB97M-V/def2-TZVPD) on an isolated ion of composition CH2F2O3PS and charge -1.

As for the HOMO-LUMO gap: 9.818 eV. As for the charge: -1. The calculation puts the energy relative to the best compared isomer or geometry (same formula, charge and spin) at 0.0 kJ/mol. As for the SMILES: O=S(=O)([O-])C(F)(F)P. As for the total energy: -1204.3372 Eh. The multiplicity is 1.

Last column: natural (NBO) charge in e.
Atoms and positions in Å:
C  -0.168  -0.264  0.587  0.19
O  -0.223  0.644  -1.715  -1.03
O  1.555  -1.006  -1.441  -1.00
O  -0.738  -1.723  -1.689  -0.99
F  0.812  -0.659  1.467  -0.37
F  -1.272  -1.040  0.979  -0.38
P  -0.459  1.564  0.513  0.34
S  0.180  -0.684  -1.294  2.36
H  -0.595  1.468  1.848  -0.10
H  0.909  1.699  0.745  -0.02



8.
ORCA calculation (ωB97M-V/def2-TZVPD) on CH2F2S as an isolated structure.

As for the HOMO-LUMO gap: 9.323 eV. As for the charge: 0. The calculation puts the energy relative to the best compared isomer or geometry (same formula, charge and spin) at 122.4 kJ/mol. As for the total energy: -637.1227 Eh. The multiplicity is 1.

Last column: natural (NBO) charge in e.
Atoms and positions in Å:
C  -0.561  -1.447  0.661  0.10
F  0.333  -0.837  -0.124  -0.33
F  -2.438  1.005  -0.052  -0.49
S  -2.638  -0.686  -0.012  0.34
H  -0.437  -1.176  1.676  0.19
H  -0.723  -2.404  0.177  0.19